1.
{"formula": "C17H21N5O4", "method": "wB97M-V/def2-TZVPD", "e_tot_ev": -33605.8449, "relative_energy_kcal_mol": 151.0, "gap_ha": 0.305, "elements": ["N", "O", "O", "N", "N", "O", "O", "C", "C", "C", "C", "C", "C", "C", "C", "N", "N", "C", "C", "C", "C", "C", "C", "C", "C", "C", "H", "H", "H", "H", "H", "H", "H", "H", "H", "H", "H", "H", "H", "H", "H", "H", "H", "H", "H", "H", "H"], "xyz": [[5.632, 0.367, -5.369], [1.328, -2.578, -0.022], [-2.031, 2.076, -1.291], [6.007, 1.485, -3.203], [5.885, 0.827, -4.257], [-2.474, -0.154, -1.543], [0.268, -0.644, -0.665], [1.313, -1.512, -0.647], [-2.010, 0.955, -0.920], [4.521, 1.499, 0.195], [5.319, 1.891, -0.963], [3.584, 0.450, 0.141], [4.153, 0.118, -2.238], [5.133, 1.184, -2.185], [3.388, -0.190, -1.104], [2.518, -1.234, -1.237], [-3.327, -0.215, 1.362], [-2.962, 0.011, -2.902], [-4.660, -0.229, 1.858], [-1.844, 0.686, 3.015], [-0.538, -0.542, 0.486], [-1.323, 0.830, 0.436], [-2.377, 0.888, 1.596], [-1.990, -0.839, 3.188], [-1.483, -1.717, 0.842], [-2.557, -1.364, 1.821], [4.764, 1.869, 1.156], [6.077, 2.652, -0.955], [3.189, 0.067, 1.026], [4.100, -0.398, -3.236], [2.984, -2.125, -1.382], [-2.237, 0.303, -3.628], [-3.748, 0.756, -2.902], [-3.389, -0.946, -3.336], [-5.318, 0.575, 1.339], [-4.529, 0.055, 2.878], [-5.129, -1.157, 1.621], [-2.483, 1.304, 3.648], [-0.822, 1.026, 2.956], [0.143, -0.441, 1.348], [-0.622, 1.597, 0.647], [-2.754, 1.933, 1.628], [-2.729, -0.968, 4.025], [-0.989, -1.266, 3.462], [-1.791, -2.188, -0.079], [-0.982, -2.461, 1.421], [-3.209, -2.237, 1.967]], "forces_ev_per_angstrom": [[2.4, 3.2, 8.3], [-1.7, 1.0, -0.7], [-1.0, 1.8, -2.4], [0.9, -0.7, -2.5], [-2.6, -2.0, -7.1], [0.4, 0.2, -0.5], [1.7, -0.2, -1.4], [0.4, -1.9, 3.1], [0.8, -0.3, 1.5], [0.8, -0.7, -2.5], [-2.0, -1.7, 0.4], [1.9, 1.4, -2.5], [1.5, 1.6, -0.6], [-1.8, -1.4, 3.2], [1.0, 1.9, -0.4], [-1.1, -1.3, -1.6], [0.8, -0.2, -2.1], [-1.2, -0.8, 0.0], [-0.5, 3.2, -1.1], [0.0, -0.6, -1.4], [-1.0, 0.5, 2.8], [-0.6, -4.0, 0.6], [-0.9, 0.7, -0.7], [0.5, -0.1, 1.3], [1.1, 0.0, -0.4], [-0.7, 1.0, 0.6], [0.2, 0.7, 0.7], [0.1, 0.2, 0.4], [-1.0, -0.5, 1.2], [-0.5, 0.2, 1.4], [-0.2, 0.2, 0.1], [1.1, 0.5, 0.0], [-0.2, 0.2, 0.0], [0.5, 0.8, 1.3], [1.1, -1.1, 0.8], [-1.3, -0.3, 1.5], [-0.2, -0.7, 0.4], [0.5, -0.3, 0.4], [0.4, 0.2, 0.9], [0.0, 0.0, -0.2], [0.6, 1.0, -0.7], [-0.6, -0.8, -0.8], [0.8, -0.5, -0.8], [-1.1, 0.0, -0.1], [-0.7, 0.0, -0.2], [1.2, -0.7, -0.2], [0.2, 0.3, 0.0]]}

***

2.
{"formula": "C17H21NO3", "method": "wB97M-V/def2-TZVPD", "smiles": "C[C@@]1([C@H](c2ccccc2)N2CCCC2)C(=O)CCOC1=O", "e_tot_ev": -25600.5518, "relative_energy_kcal_mol": 72.2, "gap_ha": 0.316, "elements": ["C", "C", "C", "C", "C", "C", "C", "C", "C", "N", "C", "C", "C", "C", "C", "O", "C", "C", "O", "C", "O", "H", "H", "H", "H", "H", "H", "H", "H", "H", "H", "H", "H", "H", "H", "H", "H", "H", "H", "H", "H", "H"], "xyz": [[-2.046, -1.353, -0.248], [-0.672, -0.942, -0.866], [0.111, -0.043, -0.007], [-0.173, -0.352, 1.486], [-0.965, 0.313, 2.446], [-0.979, -0.138, 3.770], [-0.306, -1.311, 4.134], [0.438, -1.998, 3.165], [0.532, -1.482, 1.883], [0.073, 1.412, -0.109], [0.559, 2.224, 1.009], [1.199, 3.525, 0.458], [0.928, 3.504, -1.053], [0.501, 2.070, -1.341], [0.032, -2.314, -1.240], [-0.425, -3.372, -0.860], [1.034, -2.297, -2.372], [0.170, -1.968, -3.563], [-0.475, -0.683, -3.344], [-0.997, -0.242, -2.191], [-1.699, 0.764, -2.204], [-2.717, -0.494, -0.339], [-2.472, -2.203, -0.801], [-1.942, -1.648, 0.805], [1.168, -0.285, -0.236], [-1.610, 1.146, 2.189], [-1.525, 0.407, 4.544], [-0.308, -1.672, 5.172], [0.962, -2.929, 3.399], [1.088, -2.012, 1.107], [1.294, 1.711, 1.628], [-0.199, 2.559, 1.720], [2.286, 3.506, 0.646], [0.817, 4.442, 0.940], [0.127, 4.205, -1.314], [1.790, 3.773, -1.673], [-0.319, 2.123, -2.045], [1.318, 1.490, -1.809], [1.816, -1.541, -2.170], [1.455, -3.305, -2.501], [0.742, -1.862, -4.490], [-0.613, -2.727, -3.725]], "forces_ev_per_angstrom": [[-0.2, 0.2, -0.3], [-2.3, -2.2, -1.7], [1.9, 2.6, 2.8], [1.0, -0.7, 0.2], [0.0, -0.4, -0.3], [0.1, -0.5, 0.0], [0.5, 0.0, -0.1], [0.0, 0.0, 0.4], [-0.3, -0.3, 0.2], [-1.1, 1.5, -0.5], [0.5, 0.8, 0.6], [0.7, -0.1, -0.2], [-0.1, 0.0, 0.3], [0.0, -0.2, -0.7], [-0.7, -0.4, 0.3], [0.5, 0.7, 0.1], [0.3, -0.1, 0.7], [-0.3, 0.7, 0.1], [0.0, -0.1, -0.8], [-1.4, 1.6, -0.1], [0.8, -2.5, -0.3], [0.1, -0.1, 0.2], [0.1, 0.4, 0.2], [-0.1, 0.0, -0.6], [0.2, -0.3, 0.5], [0.3, 0.0, -0.1], [0.0, -0.1, -0.4], [-0.1, 0.2, -0.6], [-0.2, 0.4, 0.1], [0.1, 0.0, 0.5], [0.2, -0.3, 0.0], [-0.3, -0.4, -0.2], [-0.4, 0.0, 0.0], [0.0, -0.5, -0.2], [0.1, -0.2, 0.1], [-0.1, 0.0, 0.3], [0.3, -0.1, -0.1], [0.1, 0.0, 0.0], [-0.3, -0.3, -0.5], [0.0, 0.4, 0.2], [-0.1, 0.1, 0.2], [0.3, 0.2, 0.2]]}

***

3.
{"formula": "C17H21O7RhS3", "method": "wB97M-V/def2-TZVPD", "e_tot_ev": -67815.2093, "relative_energy_kcal_mol": 1.9, "gap_ha": 0.314, "elements": ["Rh", "O", "S", "O", "O", "C", "C", "C", "C", "C", "C", "S", "O", "O", "O", "H", "H", "H", "H", "C", "C", "S", "O", "C", "C", "H", "H", "H", "H", "H", "H", "H", "H", "H", "H", "C", "C", "C", "C", "C", "C", "C", "H", "H", "H", "H", "H", "H", "H"], "xyz": [[0.294, -0.675, 0.500], [3.921, -0.302, -1.357], [2.644, 0.165, -0.908], [1.513, 0.007, -1.803], [2.280, -0.453, 0.430], [2.830, 1.903, -0.518], [4.016, 2.478, -0.947], [4.302, 3.810, -0.683], [3.400, 4.576, 0.030], [2.209, 4.011, 0.465], [1.910, 2.683, 0.198], [0.300, 2.143, 0.769], [-0.351, 3.292, 1.332], [0.496, 1.033, 1.756], [-0.363, 1.548, -0.406], [4.721, 1.860, -1.485], [5.234, 4.236, -1.031], [3.610, 5.614, 0.253], [1.489, 4.601, 1.014], [-4.219, -2.001, -0.990], [-4.257, -0.822, -0.031], [-2.741, 0.143, -0.147], [-1.803, -0.717, 0.717], [-3.227, 1.553, 0.874], [-3.403, 1.218, 2.343], [-5.155, -2.555, -0.936], [-3.414, -2.689, -0.732], [-4.078, -1.671, -2.020], [-4.332, -1.148, 1.007], [-5.084, -0.144, -0.249], [-4.136, 1.933, 0.402], [-2.441, 2.290, 0.722], [-4.278, 0.594, 2.526], [-3.524, 2.145, 2.903], [-2.517, 0.711, 2.723], [0.238, -2.361, 1.643], [0.704, -2.859, 0.363], [-0.134, -2.617, -0.746], [0.359, -2.825, -2.058], [1.638, -3.251, -2.245], [2.482, -3.487, -1.136], [2.042, -3.281, 0.135], [0.896, -2.432, 2.502], [-0.810, -2.521, 1.883], [-1.194, -2.475, -0.592], [-0.293, -2.646, -2.902], [2.023, -3.402, -3.245], [3.502, -3.804, -1.310], [2.700, -3.408, 0.984]], "forces_ev_per_angstrom": [[-0.8, 0.1, 0.2], [0.2, 0.1, 0.0], [-0.5, -0.2, -0.2], [0.5, 0.2, 0.1], [0.3, -0.2, -0.1], [0.1, 0.0, 0.0], [0.0, 0.0, 0.0], [0.0, 0.0, 0.0], [0.0, 0.0, 0.0], [0.0, 0.0, 0.0], [0.0, 0.1, 0.0], [-0.2, -0.3, -0.4], [0.0, 0.0, 0.1], [-0.2, 0.0, -0.1], [0.3, 0.3, 0.2], [0.0, 0.0, 0.0], [0.0, 0.0, 0.0], [0.0, 0.0, 0.0], [0.0, 0.0, 0.0], [0.0, 0.0, 0.0], [0.0, 0.0, 0.0], [-0.1, 0.0, 0.0], [0.1, -0.1, 0.1], [0.0, 0.0, 0.0], [0.0, 0.0, 0.0], [0.0, 0.0, 0.0], [0.0, 0.0, 0.0], [0.0, 0.0, 0.0], [0.0, 0.0, 0.0], [0.0, 0.0, -0.1], [0.0, 0.0, 0.0], [0.0, 0.0, 0.0], [0.0, 0.0, 0.0], [0.0, 0.0, 0.0], [0.0, 0.0, 0.0], [0.1, 0.0, -0.1], [-0.1, 0.0, 0.4], [0.0, 0.0, -0.1], [-0.1, 0.0, 0.0], [0.0, 0.0, 0.0], [0.1, 0.0, 0.0], [0.0, 0.0, -0.1], [0.1, 0.0, -0.1], [0.0, 0.1, 0.0], [0.0, 0.0, 0.0], [0.0, 0.0, 0.0], [0.0, 0.0, 0.0], [0.0, 0.0, 0.0], [0.0, 0.0, 0.0]]}